*P*
DFT (ωB97M-V/def2-TZVPD) results for 2 unconnected molecules or ions with the total composition C2H5O2S.

Last columns: bonded neighbours and bond lengths (Å).
Positions of all 10 atoms, in Å:
1 S -1.404 1.250 0.876  C4 1.844, H6 1.463
2 O 0.717 -0.805 -3.167  C5 1.234
3 O 0.244 -0.017 -1.131  C5 1.272
4 C 0.028 0.506 1.769  S1 1.844, H7 1.094, H8 1.093, H9 1.097
5 C 0.347 -0.942 -1.997  O2 1.234, O3 1.272, H10 1.120
6 H -0.820 0.866 -0.410  S1 1.463
7 H 0.033 -0.563 1.537  C4 1.094
8 H -0.042 0.843 2.807  C4 1.093
9 H 1.035 0.774 1.427  C4 1.097
10 H -0.137 -1.911 -1.711  C5 1.120

- HOMO energy (Ha) = -0.166
- total charge = -1
- multiplicity = 1
- Kohn-Sham gap (eV) = 8.21

---

*Q*
DFT (ωB97M-V/def2-TZVPD) results for a gas-phase ion, C2H5O2S (charge -1).

Last columns: bonded neighbours and bond lengths (Å).
Positions of all 10 atoms, in Å:
1 S 0.221 0.388 -0.742  O2 1.471, O3 1.470, C4 2.211, C5 1.717
2 O -0.648 1.426 -1.317  S1 1.471
3 O 0.767 -0.552 -1.732  S1 1.470
4 C -1.111 -0.999 0.350  S1 2.211, H6 1.105, H9 1.137, H10 1.105
5 C 1.423 1.078 0.272  S1 1.717, H7 1.130, H8 1.050
6 H -2.208 -0.879 0.399  C4 1.105
7 H 1.706 0.264 1.001  C5 1.130
8 H 1.075 1.959 0.726  C5 1.050
9 H -0.666 -1.856 -0.250  C4 1.137
10 H -0.558 -0.828 1.292  C4 1.105

- HOMO energy (Ha) = -0.117
- SMILES = C=[S@@](C)(=O)[O-]
- total charge = -1
- multiplicity = 1
- Kohn-Sham gap (eV) = 7.52

---

Quick one: least stable of them? *Q*